No. 1
{"formula": "C5H10O", "method": "ωB97M-V/def2-TZVPD", "elements": ["C", "C", "C", "C", "C", "O", "H", "H", "H", "H", "H", "H", "H", "H", "H", "H"], "xyz": [[-0.2287, -0.0509, -2.1029], [-0.7414, 0.2997, -0.7059], [0.3444, 0.2442, 0.3874], [-0.1036, 0.7860, 1.7359], [0.8773, -1.1305, 0.3646], [1.2221, -1.6402, 1.5364], [0.2264, -1.0452, -2.1085], [-1.0428, -0.0312, -2.8354], [0.5343, 0.6677, -2.4274], [-1.1728, 1.3064, -0.7026], [-1.5537, -0.3863, -0.4250], [1.2121, 0.8204, 0.0135], [-1.0048, 0.2664, 2.0808], [0.6734, 0.6486, 2.4939], [-0.3301, 1.8523, 1.6567], [1.4635, -2.4213, 0.9999]], "atomic_forces_ev_per_a": [[0.02, 0.04, -0.04], [-0.14, 0.14, -0.02], [-0.06, 0.05, 0.00], [-0.03, 0.05, 0.13], [-0.20, 0.66, -0.61], [-0.06, -0.30, -1.28], [-0.10, 0.20, -0.02], [0.11, 0.03, 0.12], [-0.11, -0.10, 0.04], [-0.01, -0.07, -0.02], [0.14, 0.12, -0.03], [-0.09, -0.03, 0.02], [0.12, 0.09, -0.04], [-0.12, 0.06, -0.08], [-0.02, -0.09, 0.07], [0.57, -0.85, 1.75]], "mulliken_charge": [-1.110, -0.544, 1.000, -1.572, -0.918, -0.305, 0.298, 0.353, 0.297, 0.314, 0.290, 0.203, 0.321, 0.398, 0.391, 0.584], "relative_energy_ev": 3.0197, "gap_ev": 9.190, "homo_ev": -8.306, "lumo_energy_ev": 0.88}

No. 2
{"formula": "H11O5S", "method": "ωB97M-V/def2-TZVPD", "elements": ["S", "H", "H", "H", "O", "H", "H", "O", "H", "H", "O", "H", "H", "O", "H", "H", "O"], "xyz": [[-1.7337, -0.3828, 1.9320], [-2.7374, -0.4352, 1.0027], [0.0109, 0.8039, 0.4223], [1.1223, 0.0091, -0.0359], [0.6109, 0.7692, -0.3514], [0.5400, -0.1159, 2.5182], [0.6561, 0.7748, 3.8003], [1.1425, 0.3981, 3.0723], [-1.4667, -3.3447, -0.1188], [-0.8711, -2.2184, 0.7982], [-0.6614, -3.0272, 0.2849], [-0.0988, -1.0941, -2.1258], [0.6774, 0.2441, -2.2470], [0.3511, -0.5194, -2.7414], [0.5785, 2.5993, -2.7811], [0.7161, 2.5719, -1.3295], [1.1634, 2.9674, -2.0999]], "atomic_forces_ev_per_a": [[-0.43, 0.00, -0.48], [0.58, 0.06, 0.38], [-0.63, 0.25, -0.29], [0.33, 0.12, -0.50], [0.06, -0.29, 1.19], [-0.48, 0.18, 0.32], [-0.58, -0.07, -0.02], [1.13, -0.11, -0.24], [-0.33, 0.20, 0.10], [-0.44, -0.02, 0.04], [0.75, -0.13, -0.14], [-0.08, 0.07, 0.54], [-0.34, -0.41, 0.34], [0.33, 0.14, -1.12], [0.41, 0.32, -0.21], [0.70, 0.09, 0.20], [-1.00, -0.41, -0.11]], "mulliken_charge": [-0.858, 0.020, 0.244, 0.322, -0.611, 0.240, 0.308, -0.651, 0.295, 0.293, -0.624, 0.336, 0.369, -0.672, 0.306, 0.340, -0.657], "relative_energy_ev": 0.9873, "total_charge": -1, "gap_ev": 7.914, "homo_ev": -4.242, "lumo_energy_ev": 3.67}

No. 3
{"formula": "C3H8N2O2", "method": "ωB97M-V/def2-TZVPD", "elements": ["C", "C", "N", "N", "O", "O", "C", "H", "H", "H", "H", "H", "H", "H", "H"], "xyz": [[-2.6025, -0.6237, 0.0328], [-1.3804, 0.2920, -0.0887], [-0.6582, 0.2459, 1.1305], [0.9045, 0.1587, 0.9235], [1.6663, 0.0604, 1.8446], [1.3231, 0.2757, -0.3701], [2.7245, 0.2148, -0.5703], [-3.3130, -0.4108, -0.7643], [-2.2929, -1.6657, -0.0360], [-3.0876, -0.4681, 0.9925], [-1.7124, 1.3253, -0.2633], [-0.7861, -0.0122, -0.9566], [2.9493, -0.6522, -1.1914], [3.2348, 0.1285, 0.3920], [3.0308, 1.1313, -1.0751]], "atomic_forces_ev_per_a": [[0.27, 0.09, 0.00], [-0.21, 0.05, -1.22], [6.38, -0.68, 0.63], [-6.11, 0.50, 1.49], [-0.37, 0.05, -1.02], [-0.28, -0.01, 0.02], [0.83, -0.06, 0.18], [-0.04, -0.01, -0.03], [-0.05, -0.03, 0.06], [-0.11, 0.00, 0.06], [0.00, -0.02, -0.10], [-0.16, 0.10, 0.09], [-0.06, 0.04, 0.03], [-0.02, 0.03, -0.24], [-0.07, -0.06, 0.04]], "mulliken_charge": [-1.105, -0.115, -0.498, 0.858, -0.609, -0.227, -0.590, 0.344, 0.290, 0.316, 0.223, 0.308, 0.250, 0.323, 0.231], "relative_energy_ev": 6.8353, "gap_ev": [8.764, 8.774], "homo_ev": [-8.597, -8.602], "lumo_energy_ev": [0.17, 0.17], "smiles": "CC/N=[N+](/[O-])OC"}